Record 1
Density functional theory data (ωB97M-V/def2-TZVPD) for the molecule C16H19N7OS2 at a distorted geometry.

XYZ file:
```
45
Properties=species:S:1:pos:R:3:forces:R:3:lowdin_charge:R:1
C -3.554554 2.267304 -0.261541 0.2 -0.1 0.0 -0.092
C -2.299059 1.449167 0.004662 -0.2 0.0 0.1 -0.237
C -2.056205 1.309608 1.508322 -0.4 0.4 -0.5 -0.157
N -0.873390 0.536839 1.792680 0.8 -0.5 0.2 0.022
C -0.859330 -0.715527 2.334284 -0.3 0.0 0.3 -0.635
S -2.290796 -1.648991 2.703425 0.0 -0.2 0.1 0.992
C -1.893476 -3.074110 1.609733 -0.1 0.4 0.2 -0.325
C -1.358912 -2.489302 0.324774 0.3 -0.5 0.1 -0.568
O -2.032181 -1.821450 -0.429632 -0.3 0.0 0.0 -0.013
N -0.029012 -2.703776 0.107571 -0.1 -0.5 0.0 0.112
C 0.672258 -2.006540 -0.843174 -0.3 0.8 -0.8 -0.580
N 1.940369 -2.143368 -1.025645 -0.5 -1.2 1.3 0.018
N 2.422953 -1.323196 -1.950012 1.1 0.7 -1.0 -0.001
C 1.552098 -0.550953 -2.489034 -0.8 0.1 0.3 -0.601
C 1.851919 0.455141 -3.534796 -0.1 0.1 -0.2 -0.251
C 1.039670 0.204009 -4.804568 0.1 0.1 0.1 -0.105
S -0.076720 -0.798316 -1.861231 0.9 -0.2 -0.1 1.139
N 0.357203 -1.188388 2.394616 -0.5 -0.5 0.6 0.032
N 1.165381 -0.271416 1.871561 0.8 0.7 -0.4 0.093
C 0.448461 0.766152 1.504536 -0.3 -0.3 0.3 -0.249
C 1.050285 1.898987 0.821869 0.3 0.5 -0.3 -0.144
C 2.217778 1.659668 0.092361 -0.2 0.1 0.1 -0.008
C 2.791557 2.709083 -0.602926 0.0 -0.3 0.1 -0.139
N 2.296826 3.936391 -0.610973 0.2 0.4 -0.3 0.062
C 1.212777 4.169909 0.106644 -0.2 0.1 0.1 -0.143
C 0.549431 3.199110 0.840524 0.1 -0.2 0.0 -0.016
H -3.724039 2.351594 -1.331130 -0.1 0.1 -0.1 0.075
H -4.422766 1.790676 0.187087 -0.2 0.0 0.0 0.077
H -3.458312 3.269607 0.151490 -0.1 0.1 0.0 0.074
H -1.437892 1.929748 -0.465144 0.0 -0.1 0.0 0.096
H -2.408651 0.453606 -0.428896 0.1 0.1 0.1 0.078
H -2.897519 0.782255 1.967418 0.1 0.1 -0.1 0.096
H -1.973251 2.290977 1.983811 -0.1 -0.1 0.0 0.120
H -1.181986 -3.721581 2.117460 0.0 0.0 -0.1 0.081
H -2.843630 -3.579208 1.445278 0.1 0.0 -0.1 0.089
H 0.544281 -3.195322 0.781622 -0.2 0.1 0.0 0.153
H 2.920274 0.404256 -3.748749 0.0 0.0 0.1 0.117
H 1.623305 1.451339 -3.145245 0.1 0.0 0.0 0.103
H 1.278682 0.953739 -5.553939 0.0 0.1 -0.1 0.073
H 1.267736 -0.778545 -5.210705 0.0 -0.1 -0.1 0.080
H -0.025917 0.252565 -4.590570 -0.1 0.0 -0.1 0.059
H 2.648294 0.671875 0.078908 0.0 -0.1 -0.1 0.103
H 3.688507 2.560502 -1.188950 0.1 -0.1 0.0 0.111
H 0.851519 5.189944 0.089245 -0.1 0.1 0.1 0.106
H -0.319198 3.467734 1.418812 -0.1 0.0 0.0 0.102
```
Positions in Å, forces in eV/Å.

Computed properties:
E   -51049.0943 eV
Net charge   0
Energy relative to the best compared isomer or geometry (same formula, charge and spin)   3.8 kcal/mol

Record 2
Density functional theory data (ωB97M-V/def2-TZVPD) for a cluster of 11 separate species, C28H44N10O13S in total at a distorted geometry.

XYZ file:
```
96
Properties=species:S:1:pos:R:3:forces:R:3:lowdin_charge:R:1
N 14.653655 10.035140 13.719790 -1.1 1.6 -0.9 0.061
C 13.641415 10.542640 14.481870 -0.1 -0.5 -0.5 -0.136
C 12.653225 11.391280 14.007150 0.4 -0.2 -1.4 -0.040
C 12.782615 11.823330 12.674420 -1.8 0.4 0.9 -0.117
C 13.764555 11.379940 11.872360 1.7 -1.1 -0.3 -0.070
C 14.666265 10.467470 12.421070 0.7 -0.6 1.6 -0.124
H 13.533015 10.159360 15.485740 0.3 -0.1 0.2 0.087
H 11.725245 11.603990 14.517050 0.3 0.3 0.5 0.073
H 12.036365 12.451970 12.211470 -0.2 0.3 0.3 0.082
H 13.837285 11.684960 10.838880 0.1 0.0 0.0 0.097
H 15.505025 10.060870 11.875580 -0.1 0.1 -0.4 0.059
N 9.962125 14.322530 10.199250 1.9 1.2 -0.6 0.050
C 10.883915 13.705970 9.400700 -1.5 1.8 -0.9 -0.136
C 11.534625 14.359680 8.312910 0.1 1.1 1.6 -0.051
C 11.456985 15.764900 8.242250 -1.3 -0.9 1.0 -0.049
C 10.566775 16.429880 9.139880 0.8 -0.3 -0.1 -0.079
C 9.876115 15.718510 10.099160 0.1 -3.4 -0.7 -0.133
H 11.021235 12.637880 9.482660 -0.2 -0.2 0.3 0.089
H 12.198375 13.810420 7.661640 0.0 -0.1 0.0 0.081
H 12.047315 16.311860 7.522010 -0.1 0.1 -0.1 0.101
H 10.447975 17.503090 9.162110 0.2 0.1 -0.3 0.095
H 9.156365 16.113710 10.800720 0.1 0.5 -0.1 0.091
N 15.642525 16.463170 14.812190 -0.5 -0.9 -1.9 0.049
C 14.945455 17.250350 13.878570 1.0 -2.3 2.3 -0.129
C 14.104475 16.674380 12.956600 0.2 -1.3 -0.5 -0.074
C 14.043795 15.250020 12.838650 0.3 1.6 0.1 -0.069
C 14.835515 14.470300 13.656830 -0.1 0.3 0.2 -0.088
C 15.614355 15.099840 14.631110 -1.0 2.4 0.0 -0.136
H 15.070055 18.307830 14.059200 -0.2 0.1 -0.3 0.093
H 13.524425 17.257240 12.256450 0.0 0.2 0.1 0.093
H 13.377995 14.859300 12.083370 0.0 -0.3 0.1 0.092
H 14.803405 13.391200 13.626730 0.0 -0.1 -0.2 0.075
H 16.119165 14.479760 15.357100 0.3 0.2 0.2 0.093
N 7.188085 10.567270 13.724420 0.1 -1.3 -0.6 0.049
C 8.069285 9.543260 13.579960 -0.1 1.5 -0.1 -0.139
C 9.217315 9.654150 12.786420 -0.3 0.4 0.0 -0.059
C 9.472665 10.863060 12.119260 -0.8 -0.3 0.7 -0.069
C 8.539905 11.885660 12.270380 -1.1 0.4 -0.4 -0.088
C 7.358055 11.663050 12.987610 1.1 -1.1 1.1 -0.159
H 7.821205 8.671440 14.167140 0.3 -0.2 0.0 0.104
H 9.928395 8.846010 12.698810 -0.1 -0.2 0.1 0.097
H 10.356445 10.946280 11.504110 0.0 0.2 0.0 0.087
H 8.575715 12.862820 11.811830 0.7 -0.1 -0.5 0.064
H 6.530155 12.345810 13.109340 0.2 0.6 -0.3 0.100
C 18.666255 7.685000 9.502370 0.5 1.3 -0.3 -0.278
S 17.366915 8.427970 10.525070 -1.3 0.5 -1.4 0.859
O 17.199705 9.914680 10.126700 0.5 -2.5 0.5 -0.581
C 16.100795 7.476050 9.514790 -0.7 0.8 0.0 -0.234
H 19.590465 8.189410 9.784350 0.2 -0.5 0.3 0.050
H 18.507445 8.028920 8.480320 -0.3 -0.1 -0.1 0.059
H 18.687195 6.595530 9.529060 0.1 0.2 0.4 0.061
H 16.369635 6.454290 9.246760 0.4 0.2 0.2 0.052
H 15.977725 8.088370 8.621470 0.5 0.0 -0.2 0.047
H 15.080555 7.447210 9.897380 0.2 0.1 0.8 0.042
C 14.258415 7.553600 18.471880 2.1 -0.2 0.8 0.021
N 12.872785 7.920360 18.303590 -3.0 -1.3 0.4 -0.400
O 12.536785 8.383530 17.216550 0.6 0.0 1.1 0.043
O 12.069445 7.612560 19.212260 1.8 1.0 -1.6 0.076
H 14.633935 6.889840 17.693100 -0.5 0.3 -0.3 0.095
H 14.450875 7.034380 19.410750 -0.6 0.2 0.0 0.101
H 14.863255 8.460310 18.484210 -0.1 0.0 -0.2 0.107
C 14.618875 6.885490 14.175000 1.0 0.8 0.8 0.010
N 13.364905 6.763400 13.458080 -1.5 2.5 2.1 -0.434
O 13.347715 6.152680 12.434450 -0.7 -0.6 -0.9 0.087
O 12.439655 7.425860 14.000930 0.9 -1.8 -1.7 0.027
H 14.693865 6.102610 14.929700 0.2 -0.3 -0.5 0.103
H 14.570205 7.836530 14.705340 0.0 -0.2 -0.1 0.061
H 15.422865 6.965120 13.443320 0.0 -0.6 0.2 0.095
C 15.867565 11.962860 8.322200 0.5 -0.2 1.0 0.009
N 15.602515 12.624580 7.061860 -0.7 1.4 -1.9 -0.422
O 14.419135 12.612950 6.670740 1.7 0.0 0.4 0.023
O 16.530215 13.184260 6.470250 -1.3 -0.9 0.7 0.069
H 16.878575 12.190100 8.660310 -0.2 -0.1 -0.2 0.093
H 15.746855 10.889760 8.173960 -0.1 0.2 0.1 0.092
H 15.156005 12.372150 9.039320 0.0 -0.3 -0.1 0.089
C 10.167595 10.069090 16.448880 -0.1 0.3 0.0 0.014
N 9.515995 9.258570 17.522340 -1.3 -1.3 0.6 -0.421
O 9.175235 9.824430 18.553110 0.7 0.2 -0.7 0.048
O 9.231445 8.077290 17.317390 0.7 1.2 -0.5 0.041
H 9.374685 10.508470 15.843620 -0.2 0.0 0.2 0.079
H 10.775825 9.464320 15.776270 0.0 -0.1 0.5 0.076
H 10.690665 10.880630 16.954750 0.1 -0.2 -0.2 0.098
C 17.929875 11.922850 13.055450 0.3 -0.1 -1.1 0.053
N 17.850045 13.023360 12.037390 -1.0 1.6 0.9 -0.420
O 16.807945 13.105070 11.380270 1.4 -0.3 0.5 0.028
O 18.781885 13.809890 11.999950 -0.5 -0.6 -0.5 0.069
H 17.983205 11.130530 12.308810 -0.1 -0.9 0.8 0.073
H 17.036725 11.887470 13.679260 0.0 0.0 -0.4 0.084
H 18.846495 12.022540 13.636810 -0.2 0.1 -0.3 0.098
C 8.980845 15.036660 14.194790 0.1 -0.2 0.0 0.055
N 10.141445 14.081470 14.338370 0.1 -0.8 1.6 -0.371
O 11.126725 14.317620 13.659660 -0.9 -0.6 0.6 0.057
O 10.029865 13.151500 15.190520 0.3 2.2 -2.3 0.024
H 8.278045 14.582170 13.496500 0.1 -0.1 0.1 0.081
H 9.350935 15.976280 13.784620 0.1 -0.3 0.1 0.094
H 8.510695 15.170480 15.169030 0.2 -0.2 -0.1 0.100
```
Positions in Å, forces in eV/Å.

Computed properties:
E   -82083.2402 eV
Net charge   0

Record 3
Density functional theory data (ωB97M-V/def2-TZVPD) for the ion C2H2N3O2S2 with charge -1 at a distorted geometry.

XYZ file:
```
11
Properties=species:S:1:pos:R:3:forces:R:3:lowdin_charge:R:1
C -1.377865 0.624787 0.999840 0.3 -1.2 -1.9 -0.196
C -0.113853 -0.003842 -0.606202 -2.3 0.3 0.4 -0.213
N -1.410582 0.227881 -0.343187 2.9 1.2 2.6 -0.618
N -0.166001 0.460039 1.473286 -1.0 1.3 2.4 0.031
N 0.612218 0.135888 0.466097 -0.2 -0.5 -0.9 -0.210
O 3.144610 0.178890 -0.355520 -1.4 -1.3 1.2 -0.536
O 1.861039 -1.910700 -0.499513 -0.1 0.0 0.2 -0.509
S -2.720033 0.381636 -1.317632 -2.1 0.0 -1.8 0.317
S 2.299810 -0.826489 0.375559 2.4 1.0 -0.8 0.737
H -2.332213 0.996294 1.345613 0.4 -0.1 0.9 0.095
H 0.202870 -0.264384 -1.538341 1.0 -0.8 -2.2 0.102
```
Positions in Å, forces in eV/Å.

Computed properties:
E   -32342.5885 eV
Net charge   -1
Energy relative to the best compared isomer or geometry (same formula, charge and spin)   12.3 kcal/mol

| no. | gap between HOMO and LUMO (eV) |
| --- | --- |
| 1 | 9.0 |
| 2 | 9.2 |
| 3 | 7.6 |